C3H4BrN in the gas phase in a non-equilibrium geometry, computed with ωB97M-V with the def2-TZVPD basis set.

As for the spin multiplicity: 1. Its HOMO energy is -0.3942 Ha. As for the SMILES: C[C@@H](Br)C#N. The relative energy (zero: lowest compared OMol25 entry of this formula, charge and spin) is 66.8 kJ/mol.

Geometry (Å):
C (-1.1515, -0.0081, -0.0536)
C (0.5127, -0.3556, 0.2224)
Br (1.0646, -1.7510, -1.0485)
C (1.3235, 0.7695, 0.1681)
N (1.8785, 1.7502, -0.0322)
H (-1.3826, 0.7829, 0.6393)
H (-1.6575, -0.9578, -0.0886)
H (-1.2817, 0.5904, -1.0657)
H (0.6940, -0.8205, 1.2587)

What are the natural (NBO) partial charges on each atom? They are as follows, in elementary charge units: number 1, C, carries -0.57; number 2, C, carries -0.37; number 3, Br, carries 0.04; number 4, C, carries 0.22; number 5, N, carries -0.27; number 6, H, carries 0.23; number 7, H, carries 0.23; number 8, H, carries 0.23; number 9, H, carries 0.26